This record from the OMol25 dataset describes a gas-phase ion, C4H10NS (charge -1). The level of theory is ωB97M-V with the def2-TZVPD basis set.

Calculated values
2S+1 = 1
Lowest unoccupied orbital energy = 3.5 eV
Net charge = -1
Kohn-Sham gap = 5.56 eV
HOMO = -2.08 eV
Relative energy (zero: lowest compared OMol25 entry of this formula, charge and spin) = 29.9 kcal/mol

Last column: Mulliken charge in e.
Atoms and positions in Å:
H (-2.66050, 1.34742, -0.25021)  0.24
C (-1.26480, 2.39089, 0.74717)  -0.85
H (-0.37325, -1.71191, -0.10802)  0.27
H (-1.93938, -0.17325, 1.66290)  0.15
S (2.15219, -1.43085, -0.83314)  -0.67
C (-1.64970, -0.11284, 0.55802)  -0.45
H (-0.77634, 1.97418, 1.60850)  0.29
H (-2.17685, 2.96623, 1.16376)  0.29
H (1.36090, 0.71982, 0.16366)  0.25
H (0.14935, -1.06682, 1.45284)  0.35
H (-2.40452, -0.84342, 0.04279)  0.34
C (-0.26377, -0.80006, 0.49782)  -0.59
N (-1.71751, 1.19931, -0.06132)  -0.35
H (-0.49847, 2.95262, 0.17655)  0.27
H (0.41075, 0.35905, -1.22412)  0.17
C (0.92758, -0.14890, -0.29119)  -0.73

---

This record from the OMol25 dataset describes 2 unconnected molecules or ions with the total composition C6H12O3. The level of theory is ωB97M-V with the def2-TZVPD basis set.

Calculated values
2S+1 = 1
Lowest unoccupied orbital energy (alpha / beta) = -0.2 / -0.2 eV
Net charge = 0
Kohn-Sham gap (alpha / beta) = 7.64 / 7.64 eV
HOMO (alpha / beta) = -7.88 / -7.89 eV
Relative energy (zero: lowest compared OMol25 entry of this formula, charge and spin) = 122.5 kcal/mol

Last column: Mulliken charge in e.
Atoms and positions in Å:
C (-0.96043, 1.93704, -0.10487)  0.33
H (-1.75774, -2.63063, 0.72725)  0.34
H (-0.62814, -1.78858, 1.78395)  0.30
H (2.07809, 1.16908, -0.31142)  0.31
H (0.63082, 0.08574, 0.86765)  0.02
H (0.12252, -2.09122, -1.19929)  0.47
C (-0.23957, -1.55915, -0.32707)  -0.12
H (-0.55619, 3.28976, -1.70838)  0.33
H (-1.40134, 0.30121, 1.23789)  0.36
O (-1.21101, 2.83122, 0.69129)  -0.62
O (-0.73265, -0.38532, -0.63334)  -0.24
H (-1.54863, 1.88786, -2.16615)  0.30
H (0.17559, 1.67132, -1.93374)  0.34
C (-0.70578, -2.34634, 0.85075)  -0.96
C (-0.82151, 0.56198, 0.35776)  -0.17
H (2.23915, -0.15977, 1.64842)  0.35
C (1.77858, -0.46372, 0.69732)  -0.36
C (-0.69444, 2.21948, -1.57153)  -1.12
H (2.04809, -1.50866, 0.56220)  0.27
O (2.30165, 0.23582, -0.40732)  -0.50
H (-0.11707, -3.25710, 0.93866)  0.38

---

This record from the OMol25 dataset describes 8 unconnected molecules or ions with the total composition C78H171NO6P4. The level of theory is ωB97M-V with the def2-TZVPD basis set.

Calculated values
2S+1 = 1
Lowest unoccupied orbital energy = -3.9 eV
Net charge = +2
Kohn-Sham gap = 4.81 eV
HOMO = -8.69 eV

Last column: Mulliken charge in e.
Atoms and positions in Å:
H (0.28706, -1.92975, -5.86951)  0.34
H (2.16743, -2.97947, -7.13693)  0.27
H (0.61845, 0.82162, 6.70790)  0.73
C (-10.59207, -2.94397, 2.61732)  -0.68
C (-4.52139, -3.05666, 7.76515)  -1.24
H (0.67208, -4.50523, -5.48069)  0.14
H (0.66479, 3.95817, -4.39945)  0.28
C (5.74088, 3.06262, 2.05424)  -0.79
H (-0.12223, 4.68283, 3.26217)  0.44
H (-5.53115, 0.06218, -4.28154)  0.51
C (5.71332, 4.36028, -1.03815)  -1.70
C (-0.08507, -0.01172, -4.78121)  1.29
H (3.48967, -2.99597, 3.11437)  0.42
H (-1.72534, -4.59433, 0.17778)  0.40
H (-11.08243, -2.05794, 3.02056)  0.43
H (1.66106, -1.20803, 6.90804)  0.63
C (-7.13266, 0.79850, 2.80306)  -1.22
C (5.28869, 2.11015, 0.93391)  0.97
C (-3.91522, -1.26247, 0.32368)  -1.00
H (-4.12212, 0.25639, -2.99418)  -0.53
C (0.29825, -1.52487, -4.85756)  0.29
C (4.67515, -2.55667, -2.55694)  0.80
H (4.55402, 1.89601, 3.62914)  -0.75
C (5.33336, 1.48904, -1.99834)  2.17
H (-3.13360, 4.64911, -3.08638)  0.35
H (-3.58651, 3.01528, 1.24472)  0.19
H (-6.40901, -1.90131, 1.29793)  0.87
H (4.24342, 1.49048, -1.98701)  -1.46
H (0.38208, -0.94839, -0.41279)  0.41
H (0.25826, 2.51375, 4.43955)  0.60
H (-0.28904, -6.06164, -0.95708)  0.48
C (10.34250, -0.23126, 1.19108)  -1.23
H (4.57198, 6.67204, 0.12605)  0.37
H (-3.35785, -2.04960, 0.83147)  -0.01
H (-0.56132, -4.07742, -3.23754)  -0.34
H (0.06878, 0.35839, -3.76758)  -0.73
H (-3.86855, -0.10055, 2.06962)  -0.10
H (-1.92599, 4.76395, 0.72355)  -0.16
C (3.01467, 7.23609, -1.15398)  -1.27
H (6.55113, -1.59093, -1.95644)  -0.33
H (-0.35452, -2.12459, -4.22326)  -0.37
C (-3.94358, 3.92378, 0.75972)  -1.35
H (4.18462, -1.58333, -2.56646)  -0.26
H (-3.00479, 5.36437, -0.57922)  0.63
O (-3.93401, 2.30360, -4.69382)  -0.68
C (-1.40988, 0.23720, -5.60315)  -1.51
H (-1.50863, 2.71733, -0.57184)  0.15
C (4.74213, 1.41808, -4.58206)  -0.71
H (-9.10411, -1.11588, 4.08734)  0.57
C (4.50813, -2.45851, 1.44049)  -0.59
C (-2.73305, 4.50751, 0.03726)  -0.72
H (5.89525, 2.97772, -3.61552)  0.41
H (6.79673, 0.60188, 3.09672)  0.07
C (1.16717, 2.05744, 4.04742)  -1.06
C (-4.62887, 2.05194, -3.65641)  0.62
C (1.51734, -4.11478, -2.48178)  -0.39
H (2.57969, 2.00484, 2.46529)  -0.75
C (-1.75766, -2.09450, 4.01858)  1.32
H (-1.68089, -3.26910, -0.97543)  0.13
H (1.94039, 2.38171, 4.74389)  0.46
H (8.18307, 2.28164, -1.49740)  0.83
H (7.51224, 1.85920, 4.00527)  0.44
H (0.34214, -2.48520, 3.36980)  0.75
H (6.30946, -1.74854, -3.57949)  0.36
H (-9.29364, 2.28360, -0.73492)  0.38
H (-4.63256, -1.78191, -0.31170)  0.65
C (0.32813, 0.09874, -0.71063)  1.40
H (-5.66268, -1.25478, 7.46852)  0.42
H (-3.44581, -3.22839, 7.72328)  0.16
H (9.88956, -0.05671, 2.16703)  0.31
C (-2.10228, 3.52046, -1.00850)  0.92
C (-0.41069, 3.79356, -4.33350)  -0.53
H (10.06554, -1.20248, 0.78105)  0.30
H (-2.28599, 0.08424, 0.25755)  -0.21
C (1.73781, -1.76953, -4.30336)  -0.47
H (-4.60251, -2.48028, 4.89075)  -0.03
H (3.77765, -2.42907, 0.63202)  -0.15
H (0.28817, -1.95461, 6.01878)  0.31
C (-8.22742, 2.50501, -0.68753)  -1.17
C (0.20978, 4.45819, 2.24856)  -1.57
H (-2.59148, -1.42433, 3.80950)  -0.40
H (-4.74277, -2.93094, 8.82500)  0.40
H (1.91069, -1.39470, -3.29455)  -0.58
H (5.16101, 1.65953, -5.55896)  0.58
H (-1.62624, -5.62095, -1.82731)  0.52
H (-5.10274, -3.88789, 7.36617)  0.38
C (-9.15512, -2.37561, 2.32794)  -0.46
H (-0.08491, 0.02691, -1.71678)  -0.92
C (-5.31433, -2.00137, 5.56310)  -0.46
H (6.29333, 0.93155, 4.79454)  0.47
C (5.78098, 1.89899, -3.50875)  -0.92
H (-2.85155, -3.81180, 4.74898)  0.38
H (-1.52645, 1.15062, -6.18640)  0.42
C (-0.22525, -0.32220, 3.18541)  -0.69
H (-0.21213, -5.27238, -7.50495)  0.29
C (2.42536, -0.69191, 4.30380)  -1.51
C (-5.87766, -0.78712, 4.92881)  -0.98
H (0.60651, 0.60937, -5.35048)  -0.31
H (-2.69370, -3.73064, 2.98430)  0.23
H (11.41607, -0.25476, 1.00402)  0.39
H (4.50340, -4.35377, -3.73380)  0.59
C (-3.81750, -2.87579, -4.20034)  -0.04
P (5.99729, 2.55953, -0.68791)  0.68
H (-8.91633, 0.84453, 1.60152)  0.70
O (2.71715, -0.06821, -0.42645)  -0.27
C (0.58396, -1.19405, 6.74138)  -0.92
H (-9.28851, -1.66067, 1.51605)  0.32
H (5.15818, -1.63741, 1.13826)  -0.06
H (-2.89417, 3.09597, -1.62559)  -0.55
H (-6.10959, -2.73384, 5.42475)  0.40
H (-8.13896, 3.50394, -1.11462)  0.41
H (-7.69228, 1.77574, -1.29572)  0.11
C (-2.19346, -3.52172, 3.92992)  -1.69
H (2.56848, -1.22219, -4.74890)  0.69
O (1.87879, 1.95858, -0.99249)  -0.01
H (-12.28314, -3.92526, 1.55317)  0.37
H (7.03031, -4.06683, -1.61462)  0.31
H (-0.30959, -3.57364, -0.02576)  0.15
H (1.35966, -3.34014, -1.73132)  -0.31
H (-5.16833, 0.36628, 1.04706)  -0.12
H (-0.34349, 0.72070, -0.11887)  -0.89
H (-0.38111, 3.63634, 1.84420)  0.23
C (0.17963, -2.61671, 8.77353)  -1.48
H (1.25223, -2.56225, 8.95972)  0.42
C (8.12152, 0.94166, 0.21470)  1.15
H (4.66747, 0.33197, -4.52816)  -0.09
H (0.03423, -3.52825, 8.19383)  0.34
H (-8.16928, -2.64727, 4.15625)  0.45
C (-1.10129, -4.09526, -0.56356)  -0.53
H (-0.47734, -2.64157, 9.64294)  0.43
H (2.50707, 7.03248, -2.09684)  0.34
H (-5.01459, -0.22766, 4.56798)  0.31
N (-1.31490, 4.21249, -2.11137)  1.09
H (-1.49009, -0.46345, -6.43426)  0.55
C (9.67243, 0.85332, 0.23504)  -0.79
O (-2.18756, -3.99462, -5.56719)  -0.64
H (4.20124, 2.16968, 0.88904)  -0.80
H (6.83645, -4.28067, -3.38809)  0.35
O (-4.99967, 2.94263, -2.88764)  -0.63
H (0.05883, 5.31257, 1.58876)  0.56
H (-5.16745, -2.42982, 2.38722)  0.83
H (10.04464, 1.84331, 0.49863)  0.44
H (0.20584, 4.37819, -0.78566)  0.01
C (4.33864, 4.93854, -1.11042)  1.23
C (7.11735, -3.59153, -2.59167)  -1.52
C (-5.71268, -1.54553, 2.05731)  -1.73
C (-1.40269, 5.02398, -4.37251)  -1.06
H (-2.29936, 6.10194, -2.67252)  0.56
H (8.13329, -3.23751, -2.76668)  0.46
H (-11.13726, -3.24252, 0.56678)  0.35
C (3.05740, -0.87705, 2.88453)  1.81
H (-0.86380, 0.12588, 5.88053)  0.31
C (-0.19310, 5.06875, -1.52868)  -0.97
H (2.23435, 6.84137, -0.50328)  0.15
H (-0.60643, 3.12262, -5.16993)  0.19
C (4.30055, 6.49816, -0.91520)  -0.71
H (-6.56147, 2.47651, 0.60316)  -0.28
H (-3.22291, -2.65336, -3.31429)  -0.42
O (-3.53799, -5.23177, -4.34208)  -0.76
H (2.57199, 1.89279, -5.19028)  0.61
C (-3.19165, -4.12445, -4.76780)  0.33
C (1.76201, -4.49508, -5.47415)  -0.97
H (-0.61668, 5.93497, -1.02041)  0.36
C (-7.84350, 0.92247, 1.42533)  -0.73
H (0.92497, 2.01714, 1.88002)  -0.57
C (1.77110, 0.73251, -0.68898)  -0.46
H (0.07535, -0.06759, 2.16909)  -0.68
H (-8.56329, -3.25981, 2.09124)  0.36
C (-2.94673, -0.34803, -0.49389)  0.23
H (2.27505, 4.58061, 2.85078)  0.69
H (-1.86929, 4.98049, -5.35663)  0.36
H (-3.51918, 0.43933, -0.98427)  -0.18
H (6.76056, 1.47754, -3.73438)  0.51
H (-0.76068, -1.93952, 2.13387)  -0.07
H (-7.73185, 1.32326, 3.54716)  0.83
C (4.02324, -2.08417, 2.84599)  -1.09
C (5.50604, 2.39260, 3.44166)  0.44
H (2.69626, 1.71978, -3.55869)  -0.05
H (3.77819, 4.73684, -2.02327)  0.07
H (4.40938, -2.90061, -4.73315)  0.49
H (-10.68839, -4.73252, 1.26533)  0.36
H (-5.85878, 0.48020, -2.66703)  -0.16
H (-0.79657, 5.92782, -4.31088)  0.38
H (-2.34582, -0.83913, -1.25928)  0.32
C (6.55396, 1.36983, 3.83117)  -1.47
C (7.76175, 2.27546, -0.49213)  -1.97
H (7.72495, 0.07230, -0.30976)  -0.28
C (-0.26051, -1.35151, 7.98853)  0.13
C (1.82653, -4.83107, -7.97119)  -0.87
C (1.63724, 3.96086, 2.22054)  0.53
H (-1.27914, -4.11049, 3.85589)  0.54
H (-8.08243, 3.07840, 1.35235)  0.47
C (0.21614, 0.07776, 6.02021)  -1.02
C (1.60122, 2.46303, 2.60939)  1.26
H (-6.41207, -0.21923, 5.69040)  0.69
H (6.25212, 4.94313, -0.29110)  0.60
H (4.82865, -1.92701, 3.56342)  0.38
H (0.52503, 5.46756, -2.24516)  0.51
H (8.35289, 3.07458, -0.04486)  0.72
H (3.14952, -0.28832, 5.01147)  0.76
H (-2.24491, 0.15272, -4.90767)  0.04
H (-7.57919, 0.18332, 0.66909)  0.25
H (6.74220, 3.47443, 1.92830)  0.72
H (-10.51610, -3.57496, 3.50285)  0.35
C (6.20496, -2.33923, -2.66940)  0.04
C (0.31127, -4.76670, -8.31640)  -1.13
H (-3.99565, -1.13010, 6.97719)  0.23
H (-0.18060, -0.42175, 8.55178)  0.43
H (2.30469, -0.99964, 2.10575)  -0.55
H (10.01404, 0.66341, -0.78248)  0.41
H (3.44905, -4.04427, -6.80728)  0.40
H (0.02039, 2.51724, -2.57745)  -0.87
H (5.60299, 3.12271, 4.24518)  0.66
C (-5.07765, 0.55795, -3.42326)  0.15
H (-1.28027, -1.59170, 7.68769)  -0.27
H (3.76758, 4.41258, -0.34533)  -0.77
H (-1.17603, 0.19372, 3.31935)  0.81
H (2.04617, -5.51597, -5.21889)  0.77
H (5.09116, 6.93183, -1.52754)  0.43
C (-4.68118, -0.51189, 1.47086)  0.55
H (-4.81888, -3.15994, -3.87692)  0.46
H (2.29507, -4.51703, -8.90391)  0.39
H (5.15406, 3.98019, 2.01175)  0.24
H (2.05744, -5.89570, -7.93463)  0.35
H (-4.46098, 4.63637, 1.40207)  0.55
H (2.04776, 4.05175, 1.21490)  -0.80
P (2.33636, -3.47173, -3.97905)  1.38
C (-2.13709, 5.08818, -3.03866)  -0.68
C (4.12336, -3.33297, -3.77431)  -1.46
H (3.43292, 3.17550, -4.39260)  0.47
H (-0.07579, -3.75193, -8.22406)  0.26
H (-0.06074, -5.20337, -9.24323)  0.39
H (5.60549, 1.08980, 1.14983)  -0.07
H (5.51264, 0.48156, -1.62291)  -0.59
C (-0.77610, 3.11903, -3.01511)  0.83
H (3.61035, -0.04293, 2.45258)  -0.83
C (0.08690, -4.82722, -2.78399)  0.00
C (-0.49382, -1.81116, 3.18287)  -0.37
H (6.21432, 4.60438, -1.97491)  0.91
C (-11.20159, -3.80023, 1.50108)  -1.34
C (-0.67024, -5.20372, -1.51094)  -1.47
H (-1.57096, 2.44610, -3.33679)  -0.07
C (-7.62944, 2.30275, 0.73488)  -0.04
P (-6.83963, -0.88930, 3.36367)  0.98
H (2.24129, -4.76110, -1.98553)  0.79
H (0.07363, -5.69286, -3.44625)  0.50
C (-8.42041, -1.77516, 3.55254)  -1.09
H (4.46278, -3.05993, -1.61368)  0.15
H (3.14173, 8.30314, -0.97129)  0.42
H (-4.76987, 3.74687, 0.07120)  0.18
H (-1.44979, -1.90776, 5.04739)  -0.48
H (2.20828, -1.64705, 4.78202)  0.76
H (-6.17936, 1.31470, 2.68967)  0.31
C (3.28788, 2.09519, -4.39364)  -0.99
P (0.94387, 0.32128, 4.33566)  1.52
H (7.76294, 0.91989, 1.24380)  -0.41
H (-3.89541, -2.13627, -4.99730)  0.18
C (2.35991, -4.00764, -6.83048)  -0.33
C (-4.84279, -1.81474, 7.01872)  -0.30
H (5.05285, -3.40076, 1.38092)  0.57